(1)
C17H12BF5O | ωB97M-V with the def2-TZVPD basis set

XYZ file:
```
36
Properties=species:S:1:pos:R:3:forces:R:3
F 3.883 1.732 -1.550 -1.3 0.5 0.3
C 2.620 2.185 -1.233 0.8 -0.7 0.2
C 2.046 3.172 -2.030 -0.6 -0.1 0.5
C 0.750 3.601 -1.704 0.3 0.1 -0.3
C 0.081 3.070 -0.618 -0.1 -0.5 0.6
C 0.662 2.039 0.182 0.7 0.8 -0.5
C -0.165 1.496 1.205 -0.1 -1.1 -1.1
C 0.005 0.292 1.935 0.1 -0.7 1.0
C -1.159 -0.277 2.539 0.1 0.6 -0.4
C -1.118 -1.474 3.226 0.2 -0.4 0.0
C 0.077 -2.203 3.320 -0.2 0.7 -0.4
C 1.214 -1.656 2.722 0.9 -0.2 -0.3
F 2.380 -2.390 2.733 -1.2 0.8 0.2
C 1.227 -0.429 2.079 -0.3 -0.2 0.1
C 1.975 1.600 -0.153 -0.1 0.4 -0.4
H 2.585 3.572 -2.883 0.0 -0.1 0.1
H 0.256 4.351 -2.322 0.2 -0.2 0.2
H -0.932 3.392 -0.365 0.3 0.0 -0.1
H -1.164 1.910 1.196 0.0 -0.2 0.2
H -2.103 0.247 2.407 0.1 0.0 0.2
H -2.033 -1.861 3.675 0.3 0.1 -0.1
H 0.123 -3.164 3.816 0.1 0.1 0.0
H 2.161 -0.039 1.683 -0.3 -0.5 0.6
H 2.466 0.808 0.398 0.1 0.5 -0.6
F -3.095 4.728 5.948 0.4 0.6 1.0
B -1.930 4.161 5.421 -1.2 -1.4 -2.4
F -1.017 5.064 4.877 0.5 0.6 0.9
F -1.373 3.149 6.194 0.5 0.3 1.0
C -2.540 3.379 4.092 0.5 -0.4 -1.0
C -1.943 3.160 2.864 -1.5 0.6 1.9
O -2.872 2.666 1.955 -0.1 -0.5 -0.3
C -4.046 2.500 2.651 0.0 0.4 1.5
C -3.898 2.914 3.959 0.5 -0.3 -1.6
H -0.936 3.397 2.547 -0.3 0.2 -0.3
H -4.934 2.111 2.161 0.6 0.1 -0.3
H -4.643 2.904 4.745 0.1 0.1 -0.3
```
Positions in Å, forces in eV/Å.

Electronic energy ... -34135.204 eV
E_HOMO ... -7.812 eV

=====

(2)
C44H43N14O3PS4W | ωB97M-V with the def2-TZVPD basis set

XYZ file:
```
110
Properties=species:S:1:pos:R:3:forces:R:3
W -0.232 -0.372 -0.155 0.0 -0.1 1.9
N -3.205 -3.017 -2.347 0.0 0.0 -0.1
C -2.230 -2.213 -1.914 -0.4 -0.2 -0.1
S -2.476 -1.388 -0.408 0.0 0.0 -0.3
N -1.147 -2.119 -2.621 -0.2 0.0 0.0
N -0.221 -1.228 -2.110 -0.6 -0.3 0.1
C 0.523 -0.730 -3.037 1.0 0.8 -0.5
C 0.380 -0.980 -4.474 0.0 0.0 -0.4
C 0.342 0.148 -5.308 -0.1 0.1 0.2
C 0.190 0.005 -6.676 0.0 0.0 -0.1
C 0.116 -1.266 -7.234 0.0 0.0 -0.1
C 0.182 -2.393 -6.421 0.0 0.0 0.0
C 0.294 -2.258 -5.049 0.2 0.2 0.1
C 1.577 0.187 -2.549 -0.5 -0.6 -0.8
C 2.654 0.531 -3.323 0.5 0.1 -0.5
C 3.675 1.297 -2.776 0.1 -0.1 -0.5
C 3.582 1.647 -1.451 0.1 0.2 0.4
C 2.483 1.229 -0.726 0.5 0.1 -0.1
N 1.483 0.535 -1.268 -0.7 0.1 0.5
H -4.074 -3.086 -1.849 -0.1 -0.1 0.1
H -3.159 -3.408 -3.278 0.0 0.1 0.1
H 0.377 1.148 -4.880 0.0 -0.1 -0.1
H 0.137 0.883 -7.309 0.0 -0.1 0.1
H 0.007 -1.379 -8.310 0.0 0.0 0.2
H 0.145 -3.383 -6.863 0.0 0.1 0.1
H 0.360 -3.140 -4.431 -0.1 0.0 0.0
H 2.704 0.174 -4.341 0.0 0.1 0.0
H 4.539 1.579 -3.370 -0.1 0.0 0.0
H 4.359 2.220 -0.956 -0.1 -0.1 0.0
H 2.421 1.437 0.319 0.2 0.0 0.1
C 1.043 3.622 4.088 -0.1 -0.3 -0.1
N 0.818 2.852 2.816 0.2 0.5 0.4
C 0.682 1.560 2.551 0.0 0.6 0.0
N 0.527 1.409 1.228 -0.2 -0.4 -0.5
C 0.583 2.698 0.746 0.0 0.1 0.1
N 0.769 3.592 1.669 0.0 -0.7 0.5
C 0.885 2.862 5.377 -0.1 -0.1 -0.1
C 0.016 3.363 6.339 -0.2 0.1 0.1
C -0.084 2.752 7.585 -0.1 0.1 0.1
C 0.646 1.609 7.865 -0.1 0.0 0.2
C 1.496 1.091 6.895 0.0 -0.1 0.1
C 1.642 1.735 5.673 0.1 0.1 -0.2
C 2.178 -0.184 7.113 -0.1 0.0 0.1
N 2.105 -1.001 8.099 0.5 -0.7 -0.2
N 2.822 -2.160 7.692 -0.5 0.6 0.3
C 3.232 -1.918 6.502 0.1 -0.1 0.2
O 2.887 -0.681 6.078 0.0 0.2 -0.5
C 3.861 -2.788 5.511 0.0 0.1 0.1
C 3.969 -4.157 5.722 0.0 -0.2 0.1
C 4.430 -4.969 4.697 0.1 -0.1 -0.1
C 4.751 -4.427 3.454 0.0 -0.1 0.0
C 4.665 -3.053 3.255 -0.3 0.1 -0.3
C 4.955 -2.432 1.910 -0.4 0.0 0.0
N 3.716 -2.109 1.105 0.5 -0.5 0.3
C 2.683 -1.326 1.407 0.3 -0.1 0.2
N 1.815 -1.368 0.407 -0.7 0.5 -0.6
C 2.379 -2.232 -0.496 0.2 0.0 0.1
N 3.531 -2.702 -0.111 -0.1 0.5 0.8
C 4.249 -2.239 4.297 0.0 0.2 -0.1
H 0.326 4.430 4.050 -0.1 0.1 -0.1
H 2.029 4.069 4.014 0.2 -0.1 -0.2
H 0.661 0.792 3.310 0.1 0.2 0.0
H 0.497 2.958 -0.295 0.0 0.0 0.1
H -0.581 4.249 6.123 0.1 -0.2 0.1
H -0.744 3.171 8.338 0.1 -0.1 -0.1
H 0.566 1.109 8.827 0.0 0.1 -0.2
H 2.383 1.360 4.972 -0.1 0.0 0.0
H 3.693 -4.572 6.689 0.0 0.1 -0.2
H 4.532 -6.038 4.861 0.0 0.2 0.0
H 5.077 -5.078 2.644 -0.1 0.1 0.2
H 5.509 -3.109 1.279 0.1 -0.1 -0.2
H 5.527 -1.516 2.019 0.0 0.2 0.0
H 2.572 -0.772 2.334 0.1 -0.2 -0.2
H 1.928 -2.525 -1.427 0.0 0.0 0.0
H 4.231 -1.156 4.178 0.0 -0.2 0.0
C -2.542 5.603 0.535 0.1 0.2 0.0
C -3.406 4.392 0.364 0.3 -0.1 0.1
O -2.562 3.214 0.722 -0.1 -0.2 0.2
P -2.715 1.749 0.226 0.0 0.6 -0.4
S -2.107 0.444 1.631 0.3 -0.4 -0.3
S -1.406 1.483 -1.331 0.2 -0.4 0.0
O -4.194 1.650 -0.200 -0.3 0.1 0.0
C -5.133 0.568 -0.541 -0.1 0.0 0.0
C -6.518 1.149 -0.604 0.0 0.2 0.0
H -3.149 6.485 0.325 0.1 0.0 0.0
H -1.700 5.595 -0.160 -0.1 0.0 0.1
H -2.166 5.683 1.556 0.0 0.0 -0.1
H -3.761 4.279 -0.652 0.0 -0.1 -0.2
H -4.251 4.383 1.040 -0.1 -0.1 0.1
H -5.044 -0.192 0.227 0.0 -0.1 0.1
H -4.819 0.162 -1.496 0.1 0.0 -0.1
H -6.816 1.547 0.367 0.0 0.0 -0.1
H -7.226 0.365 -0.887 0.1 0.1 0.0
H -6.572 1.945 -1.349 0.0 -0.1 0.1
N -0.175 -4.210 -1.080 0.2 -0.1 0.5
C -0.287 -3.904 0.227 0.2 -0.3 -0.4
N -0.263 -2.699 0.748 -0.2 0.9 0.9
C -0.310 -2.783 2.169 -0.1 -0.1 -0.3
C -0.273 -1.733 3.072 0.0 -0.3 0.0
C -0.405 -1.968 4.430 0.1 0.0 0.1
C -0.530 -3.271 4.912 0.0 0.0 0.1
C -0.517 -4.339 4.030 0.0 -0.2 0.1
C -0.410 -4.074 2.670 0.0 -0.2 0.0
S -0.390 -5.210 1.358 0.0 -0.3 0.0
H -0.321 -3.510 -1.791 -0.1 -0.1 -0.1
H -0.240 -5.173 -1.362 0.0 -0.1 0.0
H -0.164 -0.742 2.700 0.0 0.5 -0.1
H -0.421 -1.137 5.128 0.0 0.0 -0.1
H -0.646 -3.449 5.979 0.1 0.0 -0.2
H -0.609 -5.361 4.397 0.0 0.2 -0.1
```
Positions in Å, forces in eV/Å.

Multiplicity ... 2
<S²> ... 0.769
Total charge ... +3
Electronic energy ... -127765.672 eV
E_HOMO (alpha / beta) ... -14.651 / -14.651 eV

=====

Among the records above, which one has the highest electronic energy? C17H12BF5O